{
  "formula": "C22H45NO6",
  "method": "the ωB97M-V functional and the def2-TZVPD basis",
  "largest_force_ev_per_a": 1.5,
  "orbital_gap_ha": 0.3777,
  "smiles": "COCCCCOC(=O)ON(C(C)=O)C(C)=O.CCCCCC.CCCCCC",
  "total_charge": 0,
  "elements": ["C", "O", "C", "C", "C", "C", "O", "C", "O", "O", "N", "C", "C", "O", "C", "C", "O", "H", "H", "H", "H", "H", "H", "H", "H", "H", "H", "H", "H", "H", "H", "H", "H", "H", "C", "C", "C", "C", "C", "C", "H", "H", "H", "H", "H", "H", "H", "H", "H", "H", "H", "H", "H", "H", "C", "C", "C", "C", "C", "C", "H", "H", "H", "H", "H", "H", "H", "H", "H", "H", "H", "H", "H", "H"],
  "coordinates": [[4.94131, 0.15702, -2.23280], [3.90220, 0.87248, -1.59565], [3.92993, 2.25881, -1.89231], [2.51189, 2.74144, -2.09611], [1.95663, 2.30421, -3.45175], [0.65530, 2.99854, -3.79900], [-0.29722, 2.95714, -2.72296], [-0.96090, 1.78804, -2.66507], [-0.55625, 0.78832, -2.13181], [-2.15741, 1.85739, -3.36460], [-3.28255, 1.54527, -2.59743], [-3.64094, 2.54436, -1.62985], [-5.11203, 2.72935, -1.44910], [-2.80476, 3.18995, -1.04368], [-3.49475, 0.18956, -2.29204], [-3.04158, -0.80336, -3.32189], [-4.06750, -0.12402, -1.26963], [4.60290, -0.26351, -3.17839], [5.82235, 0.76980, -2.40779], [5.24430, -0.64592, -1.56822], [4.44762, 2.82221, -1.11593], [4.48023, 2.42576, -2.82042], [2.46214, 3.82787, -2.04337], [1.88422, 2.31800, -1.31919], [2.70915, 2.50886, -4.21019], [1.79672, 1.22847, -3.43283], [0.23960, 2.56251, -4.70578], [0.84618, 4.04630, -3.99884], [-5.29372, 3.40055, -0.62315], [-5.58872, 1.78083, -1.22268], [-5.56327, 3.09400, -2.36614], [-3.66709, -1.67855, -3.23109], [-2.00345, -1.05191, -3.14155], [-3.12215, -0.37462, -4.31424], [5.95515, 0.93373, 1.64252], [7.22611, 0.46480, 2.34408], [8.03947, -0.53142, 1.52010], [7.31799, -1.84117, 1.19906], [6.83311, -2.62458, 2.41744], [7.96259, -3.07494, 3.33951], [5.26613, 0.10908, 1.45652], [5.42803, 1.67013, 2.25037], [6.19021, 1.39927, 0.68258], [6.96977, 0.03367, 3.31556], [7.85525, 1.33350, 2.55531], [8.97410, -0.74754, 2.04498], [8.32973, -0.05697, 0.57695], [7.99413, -2.47492, 0.61630], [6.46325, -1.63735, 0.54757], [6.29129, -3.50652, 2.06656], [6.11163, -2.03073, 2.98472], [8.67877, -3.69886, 2.80098], [7.57017, -3.65959, 4.17246], [8.50219, -2.22596, 3.76145], [-7.40159, -3.94729, 2.83905], [-6.93810, -2.60363, 3.39409], [-7.85766, -1.44160, 3.02434], [-7.97761, -1.16836, 1.52458], [-6.65463, -0.88160, 0.81526], [-5.94224, 0.36357, 1.33084], [-7.41580, -3.95019, 1.74825], [-6.73479, -4.74902, 3.15912], [-8.40689, -4.18799, 3.19096], [-5.91883, -2.40079, 3.05513], [-6.88733, -2.67124, 4.48395], [-7.50958, -0.53885, 3.53351], [-8.85835, -1.64150, 3.42110], [-8.64944, -0.31575, 1.38151], [-8.46480, -2.01744, 1.03643], [-6.85569, -0.75508, -0.25213], [-5.98654, -1.74272, 0.89594], [-6.57989, 1.24615, 1.22695], [-5.03012, 0.53685, 0.76868], [-5.66758, 0.26769, 2.38291]],
  "mulliken_charge": [-0.6732, -0.2957, -0.5106, -0.5738, -0.4422, -0.7901, -0.2889, 0.7104, -0.5457, -0.3334, 0.2527, 0.6638, -0.9792, -0.5109, 0.7560, -1.2640, -0.5356, 0.2986, 0.3645, 0.1278, 0.2913, 0.4205, 0.4051, 0.2189, 0.5224, 0.1183, 0.3237, 0.4459, 0.3365, 0.0974, 0.3541, 0.3902, 0.2616, 0.3625, -1.0347, -0.4699, -0.6900, -0.1555, -0.4772, -1.2133, 0.2389, 0.4434, 0.1864, 0.2743, 0.3507, 0.3246, 0.3775, 0.3927, -0.1475, 0.3901, 0.2455, 0.2948, 0.3812, 0.2811, -1.2026, -0.3535, -0.7222, -0.8865, -0.1427, -1.0261, 0.2815, 0.3748, 0.2990, 0.2542, 0.3745, 0.3027, 0.4017, 0.3767, 0.3247, 0.3304, 0.2149, 0.2245, 0.2317, 0.3704]
}